C30H66O15S9 | ωB97M-V with the def2-TZVPD basis set

```
120
C30H66O15S9 | the Open Molecules 2025 dataset | ωB97M-V with the def2-TZVPD basis set
C -0.90 -2.96 4.80
C -2.09 -2.92 5.78
C -3.15 -3.78 5.03
S -2.80 -3.78 3.25
O -3.83 -3.04 2.58
O -2.46 -5.16 2.89
C -1.33 -2.79 3.34
H -0.50 -4.02 4.82
H -0.23 -2.19 5.12
H -2.35 -1.82 5.85
H -2.01 -3.39 6.72
H -4.18 -3.65 5.25
H -3.05 -4.82 5.34
H -1.49 -1.75 3.16
H -0.56 -3.16 2.64
C -0.89 -4.98 -2.52
C -0.68 -3.80 -3.51
C 0.14 -2.76 -2.74
S -0.44 -2.90 -1.03
O -1.38 -1.85 -0.73
O 0.70 -3.08 -0.12
C -1.34 -4.44 -1.18
H 0.07 -5.50 -2.45
H -1.57 -5.62 -3.01
H -1.59 -3.25 -3.89
H -0.10 -4.06 -4.41
H -0.04 -1.80 -3.10
H 1.19 -3.07 -2.64
H -2.42 -4.23 -1.04
H -1.19 -5.08 -0.29
C 4.14 1.12 -3.39
C 4.02 -0.20 -2.55
C 2.88 0.09 -1.57
S 1.76 1.24 -2.38
O 1.56 2.48 -1.65
O 0.57 0.50 -2.81
C 2.75 1.47 -3.80
H 4.63 1.06 -4.31
H 4.65 1.89 -2.80
H 4.93 -0.32 -1.92
H 3.72 -1.05 -3.16
H 3.14 0.61 -0.68
H 2.24 -0.75 -1.24
H 2.54 2.51 -4.10
H 2.43 0.80 -4.59
C -4.41 1.63 -4.73
C -3.15 1.99 -3.82
C -2.99 0.75 -2.93
S -3.06 -0.57 -4.16
O -3.75 -1.72 -3.71
O -1.73 -0.81 -4.61
C -4.02 0.34 -5.41
H -4.59 2.43 -5.52
H -5.29 1.53 -4.13
H -3.48 2.83 -3.23
H -2.26 2.23 -4.36
H -3.65 0.55 -2.15
H -1.94 0.66 -2.47
H -4.74 -0.42 -5.66
H -3.30 0.50 -6.24
C -0.94 5.06 -0.03
C -2.40 4.39 -0.12
C -3.08 4.55 1.20
S -1.83 4.37 2.48
O -1.82 2.96 2.69
O -2.02 5.26 3.55
C -0.37 4.75 1.40
H -0.95 6.14 -0.15
H -0.31 4.70 -0.87
H -2.22 3.31 -0.19
H -2.85 4.66 -1.06
H -3.85 3.79 1.28
H -3.67 5.45 1.32
H 0.11 3.79 1.42
H 0.38 5.43 1.79
C 4.81 4.23 2.27
C 3.60 4.02 1.39
C 4.07 3.51 0.04
S 5.63 2.76 0.36
O 6.69 3.30 -0.41
O 5.46 1.33 0.26
C 5.74 3.03 2.06
H 4.50 4.23 3.35
H 5.27 5.15 2.16
H 3.07 4.92 1.35
H 2.93 3.32 1.88
H 4.32 4.22 -0.70
H 3.39 2.73 -0.32
H 6.69 3.29 2.46
H 5.24 2.17 2.55
C -4.35 0.50 2.25
S -5.27 0.54 0.68
O -4.69 1.67 -0.18
C -4.68 -0.92 -0.04
H -4.46 1.44 2.80
H -3.27 0.43 2.15
H -4.73 -0.36 2.83
H -4.95 -0.95 -1.10
H -5.04 -1.78 0.51
H -3.60 -0.97 0.11
C 5.51 -3.90 0.36
S 3.80 -3.38 0.82
O 3.98 -2.40 1.96
C 3.24 -5.00 1.51
H 6.27 -3.78 1.17
H 5.72 -3.29 -0.48
H 5.45 -4.90 -0.02
H 3.45 -5.72 0.75
H 2.16 -4.90 1.72
H 3.90 -5.18 2.40
C -0.62 1.11 0.97
S 0.21 0.97 2.55
O -0.79 0.17 3.38
C 1.47 -0.20 2.01
H -0.21 1.89 0.29
H -1.65 1.44 1.06
H -0.53 0.13 0.58
H 2.05 -0.43 2.88
H 2.06 0.28 1.19
H 0.88 -1.10 1.60
```

Electronic energy   -5894.72728 Ha
Multiplicity   1
HOMO   -8.450 eV
Charge   0
Kohn-Sham gap   0.3188 Eh
Largest force on an atom   0.0708 Eh/bohr

C28H27N4NiO2 | ωB97M-V with the def2-TZVPD basis set

```
62
C28H27N4NiO2 | the Open Molecules 2025 dataset | ωB97M-V with the def2-TZVPD basis set
Ni -0.04 -0.32 -0.13
O 0.99 6.40 -0.87
C 0.20 5.95 -0.02
O -0.64 6.54 0.69
C 0.23 4.41 0.13
C -0.58 3.76 1.02
C -0.55 2.35 1.15
N 0.23 1.63 0.32
C 1.03 2.28 -0.56
C 1.08 3.64 -0.68
C 1.85 1.38 -1.41
C 2.93 1.83 -2.17
C 3.63 0.94 -2.94
C 3.25 -0.40 -2.95
C 2.18 -0.78 -2.17
N 1.50 0.08 -1.41
C -1.31 1.69 2.18
C -1.66 2.39 3.35
C -2.19 1.79 4.46
C -2.34 0.37 4.44
C -2.04 -0.30 3.30
N -1.65 0.33 2.15
H -1.25 4.38 1.60
H 1.71 4.17 -1.38
H 3.21 2.88 -2.13
H 4.47 1.28 -3.53
H 3.77 -1.14 -3.55
H 1.84 -1.80 -2.14
H -1.44 3.45 3.38
H -2.43 2.37 5.34
H -2.66 -0.19 5.31
H -2.15 -1.37 3.21
C -3.76 1.58 -0.17
C -4.27 0.93 1.12
C -5.70 1.39 1.39
C -4.11 -0.59 1.05
C -5.23 -1.40 1.14
C -5.16 -2.77 0.93
C -3.95 -3.31 0.54
C -2.78 -2.55 0.44
C -1.57 -3.34 -0.06
C -1.90 -4.05 -1.39
C -0.27 -2.57 -0.31
C -2.82 -1.18 0.82
N -1.65 -0.44 0.97
H -3.88 2.66 -0.12
H -4.36 1.22 -1.02
H -2.72 1.35 -0.37
H -3.67 1.30 1.95
H -6.39 1.05 0.62
H -5.72 2.48 1.39
H -6.07 1.05 2.36
H -6.19 -0.96 1.36
H -6.03 -3.39 1.04
H -3.89 -4.37 0.34
H -1.36 -4.12 0.68
H -2.10 -3.30 -2.16
H -2.78 -4.68 -1.32
H -1.06 -4.66 -1.72
H -0.51 -1.82 -1.10
H 0.49 -3.22 -0.74
H 0.14 -2.13 0.60
```

Electronic energy   -2961.02702 Ha
Multiplicity   3
HOMO (spin up / spin down)   -2.658 / -4.279 eV
Charge   -1
Kohn-Sham gap (spin up / spin down)   0.1821 / 0.2416 Eh
Largest force on an atom   0.0118 Eh/bohr

C19H17N3O5S | ωB97M-V with the def2-TZVPD basis set

```
45
C19H17N3O5S | the Open Molecules 2025 dataset | ωB97M-V with the def2-TZVPD basis set
C -4.81 -3.11 -1.36
H -5.72 -3.29 -1.94
O -4.92 -1.80 -0.87
C -3.92 -1.30 -0.10
C -2.76 -1.99 0.24
C -1.79 -1.38 1.03
C -1.96 -0.08 1.49
C -3.14 0.60 1.16
C -4.10 0.00 0.37
H -5.00 0.52 0.11
H -3.29 1.60 1.52
C -0.95 0.61 2.28
N 0.29 0.37 2.38
N 0.96 -0.67 1.96
C 1.63 -0.85 0.91
N 1.67 -0.07 -0.24
C 2.54 -0.42 -1.22
O 2.70 0.16 -2.26
C 3.30 -1.70 -0.86
C 4.80 -1.42 -0.84
C 5.16 -0.31 0.12
O 4.39 0.49 0.59
O 6.47 -0.29 0.37
H 6.70 0.44 0.97
H 5.11 -1.10 -1.84
H 5.37 -2.32 -0.57
H 3.09 -2.47 -1.61
S 2.66 -2.27 0.74
C 0.90 1.13 -0.32
C 1.36 2.27 0.32
C 0.59 3.42 0.28
C -0.63 3.43 -0.39
C -1.07 2.28 -1.04
C -0.31 1.13 -1.00
H -0.65 0.23 -1.50
H -2.01 2.30 -1.56
O -1.42 4.53 -0.43
H -1.00 5.26 0.04
H 0.94 4.32 0.78
H 2.30 2.25 0.83
H -1.27 1.50 2.81
H -0.91 -1.94 1.30
H -2.59 -3.00 -0.09
H -4.75 -3.84 -0.55
H -3.94 -3.22 -2.02
```

Electronic energy   -1672.88228 Ha
Multiplicity   1
SMILES string   COc1ccc(/C=N\N=C2\S[C@H](CC(=O)O)C(=O)N2c2ccc(O)cc2)cc1
HOMO   -8.032 eV
Charge   0
Kohn-Sham gap   0.3146 Eh
Largest force on an atom   0.0412 Eh/bohr

C11H17N4 | ωB97M-V with the def2-TZVPD basis set

```
32
C11H17N4 | the Open Molecules 2025 dataset | ωB97M-V with the def2-TZVPD basis set
C -2.39 -1.51 -0.16
C -4.36 -0.63 0.40
C -1.91 -0.21 -0.32
C -2.70 0.81 0.15
C -1.24 2.56 -0.38
C -0.13 0.24 -0.68
C 0.21 -0.11 -2.11
C 1.40 -1.59 -0.17
C 0.03 -0.79 1.74
C 1.95 0.60 0.75
C 0.80 -0.35 0.46
N -3.63 -1.65 0.01
N -3.97 0.62 0.57
N -2.38 2.20 0.14
N -0.23 1.70 -0.66
H -1.84 -2.41 -0.54
H -5.42 -0.89 0.66
H -1.04 3.61 -0.27
H -0.58 0.40 -2.78
H 0.15 -1.20 -2.29
H 1.24 0.21 -2.28
H 2.29 -1.97 0.43
H 1.86 -1.22 -1.05
H 0.69 -2.38 -0.55
H 0.91 -0.88 2.43
H -0.54 -0.02 2.10
H -0.45 -1.69 1.40
H 2.63 0.85 0.00
H 2.51 0.19 1.56
H 1.36 1.60 1.07
H -3.12 2.85 0.07
H 0.66 2.17 -0.79
```

Electronic energy   -648.06119 Ha
Multiplicity   1
SMILES string   CC(C)(C)[C@]1(C)[NH+]=CNc2ncncc21
HOMO   -13.523 eV
Charge   +1
Kohn-Sham gap   0.3462 Eh
Largest force on an atom   0.1059 Eh/bohr